{"formula": "C5H12ClN3O2", "method": "the ωB97M-V functional and the def2-TZVPD basis", "lumo_energy_ev": 0.71, "relative_energy_kj_mol": 104.75, "smiles": "CN/C(C)=[N+](\\[O-])O.[H]/N=C\\CCl", "gap_ev": 8.76, "species": ["C", "C", "C", "C", "C", "N", "N", "N", "O", "O", "Cl", "H", "H", "H", "H", "H", "H", "H", "H", "H", "H", "H", "H"], "positions_angstrom": [[0.90277, -1.46519, 0.41049], [0.48140, -1.51068, -2.58170], [-0.76464, 2.91842, 1.14156], [-0.24725, 3.28176, -0.20205], [-0.01945, -0.57169, -0.37896], [0.17651, -0.32630, -1.70853], [-1.89243, 2.51240, 1.37935], [-1.16169, -0.08929, 0.08941], [-1.58780, -0.49896, 1.45331], [-1.95696, 0.63978, -0.50890], [1.43813, 3.42568, -0.22535], [0.71601, -1.32673, 1.39747], [0.74383, -2.53374, 0.26741], [1.91975, -1.28903, 0.13041], [1.04745, -2.20560, -2.04576], [-0.41064, -1.88989, -3.05839], [1.15885, -1.16062, -3.46041], [-2.40193, -0.03401, 1.79023], [0.01622, 2.83592, 1.98511], [-0.64208, 4.25632, -0.42298], [-0.57477, 2.45031, -0.87781], [-0.72667, 0.16524, -2.01355], [-2.39221, 2.55329, 0.52720]]}

---

{"formula": "C5H12F7MgNO7S2", "method": "the ωB97M-V functional and the def2-TZVPD basis", "lumo_energy_ev": -2.31, "relative_energy_kj_mol": 686.24, "gap_ev": 7.78, "species": ["Mg", "C", "F", "F", "F", "S", "O", "O", "N", "S", "O", "O", "C", "F", "F", "F", "F", "C", "O", "H", "H", "H", "H", "C", "O", "H", "H", "H", "H", "C", "O", "H", "H", "H", "H"], "positions_angstrom": [[0.27664, 0.74813, -0.93258], [-3.22771, -1.93156, 2.18780], [-3.77864, -2.57652, 1.15812], [-3.67661, -0.78732, 2.18882], [-3.57459, -2.42225, 3.36526], [-1.27321, -1.96373, 1.87803], [-0.67317, -2.56026, 3.12827], [-1.06215, -2.69955, 0.56011], [-0.73763, -0.26417, 1.54423], [-0.60963, 0.24841, 3.00367], [-1.78508, 0.02574, 3.91395], [0.71149, 0.06812, 3.65628], [-0.68522, 2.18339, 2.63102], [-1.32635, 2.29157, 1.50022], [-1.38008, 2.78047, 3.58739], [0.49954, 2.81650, 2.60682], [0.39122, 2.93258, -2.20625], [2.55767, -0.57602, -3.54148], [1.65488, -0.99308, -2.58803], [2.67481, -1.44281, -4.19190], [2.15943, 0.27389, -4.09571], [3.50147, -0.35799, -3.04169], [1.88561, -1.88948, -2.33341], [4.05738, 1.01449, 1.18299], [2.94824, 1.45977, 0.37392], [4.03592, 1.39991, 2.20235], [3.94232, -0.05432, 1.36329], [5.08547, 1.25393, 0.91132], [3.36678, 2.19590, -0.07834], [-2.64539, -0.27517, -3.65211], [-2.22146, 0.04771, -2.31997], [-3.56170, -0.86226, -3.59053], [-2.67383, 0.47525, -4.44216], [-1.80877, -0.86702, -4.02345], [-3.04771, 0.30781, -1.90613]]}

---

{"formula": "C5H12F7NO7S2V2", "method": "the ωB97M-V functional and the def2-TZVPD basis", "total_charge": 3, "lumo_energy_ev": [-12.45, -15.07], "gap_ev": [7.27, 5.94], "multiplicity": 8, "species": ["V", "V", "C", "F", "F", "F", "S", "O", "O", "N", "S", "O", "O", "C", "F", "F", "F", "F", "C", "O", "H", "H", "H", "H", "C", "O", "H", "H", "H", "H", "C", "O", "H", "H", "H", "H"], "positions_angstrom": [[-0.15674, 0.33419, 1.39588], [-3.49160, 0.75254, -1.53867], [1.25452, -3.34084, 0.54816], [1.39713, -4.55033, -0.08969], [0.39929, -3.45882, 1.58503], [2.43717, -3.00189, 0.97528], [0.51721, -1.97752, -0.66972], [0.87914, -2.29728, -2.05507], [-0.94986, -2.05856, -0.52096], [1.11128, -0.52905, 0.07206], [2.44495, -0.37157, -0.76295], [3.24835, -1.59115, -1.09966], [2.22081, 0.51200, -1.94732], [3.70576, 0.53677, 0.45980], [4.66904, 1.21333, -0.19445], [3.04598, 1.37026, 1.25786], [4.21883, -0.43255, 1.19660], [-1.71736, 0.71217, -0.12184], [-1.84970, 2.69543, 2.85761], [-1.44710, 1.30015, 2.82178], [-2.77042, 2.90197, 3.40325], [-1.00882, 3.26639, 3.25133], [-2.15202, 2.92142, 1.83505], [-1.86848, 0.98077, 3.62304], [0.45705, 2.80270, -0.26067], [0.56509, 2.42985, 1.12940], [1.41230, 3.20864, -0.59355], [0.25950, 1.86744, -0.78446], [-0.31514, 3.56237, -0.38201], [0.70575, 3.26695, 1.57784], [-3.02711, -2.31503, -3.13230], [-2.81734, -1.25996, -2.15002], [-2.30477, -2.23559, -3.94471], [-2.91955, -3.27404, -2.62552], [-4.04316, -2.35094, -3.52532], [-2.11013, -1.59014, -1.59107]]}

---

{"formula": "C5H12FO2P", "method": "the ωB97M-V functional and the def2-TZVPD basis", "lumo_energy_ev": 0.84, "relative_energy_kj_mol": 204.95, "smiles": "O=COCCCC[PH3]F", "gap_ev": 11.04, "species": ["O", "C", "O", "C", "C", "C", "C", "P", "F", "H", "H", "H", "H", "H", "H", "H", "H", "H", "H", "H", "H"], "positions_angstrom": [[2.14503, -2.65499, 0.70444], [2.37820, -1.47519, 0.83714], [2.62495, -0.62472, -0.20150], [1.43387, -0.22305, -0.90397], [0.99810, 1.18564, -0.49682], [-0.09314, 1.22013, 0.57569], [-1.51931, 1.05878, 0.05032], [-2.16343, -0.73263, -0.09189], [-2.68471, -2.32312, -0.19620], [2.41840, -0.99967, 1.82405], [0.63891, -0.93252, -0.69268], [1.64000, -0.28551, -1.96411], [1.87941, 1.66573, -0.08477], [0.67372, 1.71990, -1.38305], [0.13027, 0.47100, 1.33703], [-0.03408, 2.17583, 1.08992], [-2.18810, 1.54723, 0.75486], [-1.61585, 1.56723, -0.90436], [-3.39288, -0.40879, 0.48467], [-1.15192, -1.21757, 0.75382], [-2.11744, -0.73370, -1.49257]]}

---

{"formula": "C5H12FP", "method": "the ωB97M-V functional and the def2-TZVPD basis", "lumo_energy_ev": 0.64, "relative_energy_kj_mol": 127.35, "smiles": "CC(C)=P(C)(C)F", "gap_ev": 8.76, "species": ["C", "C", "C", "C", "C", "F", "P", "H", "H", "H", "H", "H", "H", "H", "H", "H", "H", "H", "H"], "positions_angstrom": [[-0.93568, -0.03288, -0.16052], [-1.89035, -1.31418, -0.25227], [1.47386, 1.41339, 0.20313], [-1.60756, 1.27474, -0.45933], [1.52096, -1.31679, 0.75258], [2.14105, -0.40551, -1.52091], [0.76571, -0.19994, -0.40145], [-1.43681, -2.05015, 0.42736], [-2.25538, -1.58660, -1.24707], [-2.91460, -0.91039, 0.24547], [0.88277, 1.93927, 0.87462], [2.47970, 1.09633, 0.57945], [1.70952, 2.05080, -0.62951], [-2.13704, 1.28970, -1.49676], [-2.32411, 1.46628, 0.25655], [-0.73987, 2.02099, -0.31418], [1.96415, -0.69077, 1.61678], [0.98363, -2.13958, 1.23956], [2.32002, -1.90474, 0.28647]]}

---

{"formula": "C5H12IMgN2O3PS", "method": "the ωB97M-V functional and the def2-TZVPD basis", "total_charge": 2, "lumo_energy_ev": -12.14, "relative_energy_kj_mol": 136.74, "gap_ev": 2.15, "species": ["C", "S", "O", "O", "P", "N", "C", "C", "C", "I", "N", "C", "O", "H", "H", "H", "H", "H", "H", "H", "H", "H", "H", "H", "H", "Mg"], "positions_angstrom": [[-3.07111, 0.05149, 1.28657], [-1.31379, 0.54926, 0.98566], [-0.70456, 0.50432, 2.35845], [-1.37341, 1.96151, 0.56926], [-0.27980, -0.80871, -0.42144], [-0.93186, -0.03927, -1.80471], [1.41858, -0.52885, 0.33804], [1.98875, 0.94439, 0.20096], [2.74822, 1.21377, -1.17440], [1.59936, 2.46704, -2.54650], [0.45807, -2.03037, -1.52861], [0.44049, -3.16533, -1.03399], [0.48914, -4.17456, -0.48350], [-3.58361, 1.03078, 1.58969], [-3.53630, -0.42611, 0.38344], [-3.03625, -0.62353, 2.19731], [-1.06032, -1.88517, 0.13468], [-0.86134, 0.98586, -1.77915], [-0.45034, -0.36831, -2.65402], [2.16860, -1.20831, -0.16021], [1.43518, -0.83930, 1.42862], [1.24712, 1.76267, 0.39279], [2.78047, 1.05009, 1.00482], [3.13138, 0.27759, -1.65883], [3.66101, 1.82813, -0.92260], [-3.43482, 1.35948, 3.38159]]}

---

{"formula": "C5H12IN2", "method": "the ωB97M-V functional and the def2-TZVPD basis", "total_charge": 1, "lumo_energy_ev": -3.69, "relative_energy_kj_mol": 235.64, "gap_ev": 10.08, "species": ["C", "C", "C", "C", "C", "N", "N", "I", "H", "H", "H", "H", "H", "H", "H", "H", "H", "H", "H", "H"], "positions_angstrom": [[-0.65594, 1.01702, -0.63293], [1.35599, 0.15272, -2.37038], [-1.09685, -1.44578, 1.85936], [1.90129, 0.42609, -0.14537], [-1.77753, -0.42893, 0.91229], [1.00815, 0.33765, -1.16624], [-1.01258, 0.72955, 0.59463], [3.17841, -0.24127, -3.11553], [-0.20791, 2.07847, -0.86270], [-1.38909, 0.67857, -1.43176], [0.60127, 0.15495, -3.16164], [-1.89879, -1.68891, 2.57336], [-0.85374, -2.43493, 1.27343], [-0.28205, -0.91880, 2.36376], [2.95377, 0.83088, -0.27583], [1.53166, 1.21072, 0.48426], [1.93713, -0.56035, 0.43930], [-2.76127, -0.20570, 1.26541], [-1.97520, -0.94046, 0.01233], [-0.55673, 1.24853, 1.38424]]}

---

{"formula": "C5H12IN2", "method": "the ωB97M-V functional and the def2-TZVPD basis", "total_charge": 1, "lumo_energy_ev": [-6.08, -4.39], "relative_energy_kj_mol": 466.86, "gap_ev": [5.01, 8.82], "species": ["C", "C", "C", "C", "C", "N", "N", "I", "H", "H", "H", "H", "H", "H", "H", "H", "H", "H", "H", "H"], "positions_angstrom": [[-0.89544, -0.06674, 0.33504], [-0.32095, 1.85926, -2.28689], [1.84685, -2.48154, 0.84341], [-0.50674, 2.23365, -0.78089], [1.16207, -2.05143, 2.01208], [-0.26934, 1.05552, 0.17588], [-2.14968, -0.34026, 0.29343], [1.80561, -0.84771, 3.58019], [-1.23466, 2.00705, -2.82674], [0.34169, 2.48982, -2.85567], [-0.06382, 0.78024, -2.34969], [1.05476, -2.44404, -0.08235], [2.22174, -3.46391, 1.04699], [2.75308, -1.88872, 0.71022], [0.27414, 3.00910, -0.59811], [-1.40418, 2.77662, -0.45189], [0.28346, -2.59806, 2.25424], [0.68346, 0.95778, 0.41610], [-2.63313, -1.27614, 0.35515], [-2.94893, 0.28949, 0.20951]]}

---

{"formula": "C5H12N", "method": "the ωB97M-V functional and the def2-TZVPD basis", "total_charge": 1, "lumo_energy_ev": -3.85, "relative_energy_kj_mol": 276.08, "smiles": "C=CCCC[NH3+]", "gap_ev": 9.31, "species": ["C", "C", "C", "C", "C", "N", "H", "H", "H", "H", "H", "H", "H", "H", "H", "H", "H", "H"], "positions_angstrom": [[-1.12445, 0.20185, 1.24746], [-0.00549, -0.80329, 0.90583], [0.86988, -0.14759, -0.26836], [0.66653, -1.02321, -2.77230], [0.33620, -0.39002, -1.62923], [-0.49525, 1.58573, 1.39062], [-1.77516, 0.25789, 0.34858], [-1.68998, -0.25310, 2.21886], [-0.38950, -1.89966, 0.77100], [0.71763, -0.75972, 1.75540], [1.10727, 0.93944, 0.00401], [1.85676, -0.72663, -0.11181], [1.56595, -1.63043, -2.92789], [-0.10893, -1.32028, -3.52998], [-0.61837, 0.20202, -1.77835], [0.35074, 1.43595, 2.00842], [-1.00128, 2.37081, 1.93382], [-0.26256, 1.96024, 0.43392]]}

---

{"formula": "C5H12N", "method": "the ωB97M-V functional and the def2-TZVPD basis", "total_charge": 1, "lumo_energy_ev": -3.64, "relative_energy_kj_mol": 95.60, "smiles": "C/C=C/CC[NH3+]", "gap_ev": 9.75, "species": ["C", "C", "C", "C", "C", "N", "H", "H", "H", "H", "H", "H", "H", "H", "H", "H", "H", "H"], "positions_angstrom": [[0.47585, 1.84680, -0.62469], [-0.65196, 0.84751, -0.74939], [-0.65195, -0.11534, 0.40015], [-0.75178, -1.42536, 0.23175], [-0.72259, -2.45750, 1.30777], [1.80058, 1.12509, -0.55366], [0.33076, 2.44089, 0.26899], [0.48528, 2.52982, -1.47106], [-0.56051, 0.23533, -1.64607], [-1.58110, 1.40292, -0.90178], [-0.54873, 0.28331, 1.40921], [-0.98340, -1.80513, -0.75668], [-0.07670, -2.19110, 2.14800], [-0.35904, -3.44398, 1.03160], [-1.72730, -2.53214, 1.75207], [2.45428, 1.45961, -1.26641], [1.65699, 0.12701, -0.74943], [2.25544, 1.23671, 0.35177]]}

---

{"formula": "C5H12N", "method": "the ωB97M-V functional and the def2-TZVPD basis", "total_charge": 1, "lumo_energy_ev": -3.65, "relative_energy_kj_mol": 94.91, "smiles": "C=CC[C@@H](C)[NH3+]", "gap_ev": 9.84, "species": ["C", "C", "C", "C", "C", "N", "H", "H", "H", "H", "H", "H", "H", "H", "H", "H", "H", "H"], "positions_angstrom": [[1.02586, -0.97833, 1.14913], [0.56822, 0.32714, 0.53187], [-0.31258, 0.17288, -0.70565], [-1.62267, -0.48186, -0.37395], [-2.74831, -0.26093, -1.03692], [1.79563, 1.14672, 0.10675], [1.13147, -1.76404, 0.39845], [1.95444, -0.93221, 1.71396], [0.24733, -1.34200, 1.82275], [0.06621, 0.95522, 1.26387], [0.24350, -0.41009, -1.44921], [-0.49640, 1.15964, -1.12560], [-1.64326, -1.23011, 0.40891], [-3.64119, -0.79530, -0.75445], [-2.79885, 0.45600, -1.85819], [2.57852, 1.04700, 0.75550], [1.52910, 2.12250, -0.04385], [2.12299, 0.80777, -0.80336]]}

---

{"formula": "C5H12N", "method": "the ωB97M-V functional and the def2-TZVPD basis", "total_charge": 1, "lumo_energy_ev": -3.34, "relative_energy_kj_mol": 25.70, "smiles": "C[C@H]1CCC[NH2+]1", "gap_ev": 12.73, "species": ["C", "C", "N", "C", "C", "C", "H", "H", "H", "H", "H", "H", "H", "H", "H", "H", "H", "H"], "positions_angstrom": [[1.65795, 0.01186, -0.81887], [0.36093, -0.74502, -0.61008], [-0.80605, 0.15077, -1.00080], [-1.08207, 1.09373, 0.12693], [-0.63031, 0.30668, 1.39721], [0.07845, -0.97173, 0.88042], [1.92280, 0.27384, -1.84663], [1.58295, 0.90710, -0.20226], [2.51484, -0.59448, -0.52906], [0.29819, -1.67202, -1.16411], [-0.69135, 0.58819, -1.91614], [-1.62886, -0.45476, -1.06290], [-2.10818, 1.39444, 0.28219], [-0.36107, 1.89559, 0.01062], [-1.48338, -0.03451, 1.98042], [-0.04207, 0.92556, 2.06635], [0.98366, -1.22998, 1.42347], [-0.56642, -1.84529, 0.98325]]}

---

no.,calculated total energy (Eh)
1,-972.47872
2,-2474.49291
3,-4161.26028
4,-789.35528
5,-638.85519
6,-1769.48632
7,-604.58947
8,-604.50141
9,-252.12597
10,-252.19471
11,-252.19497
12,-252.22134